Entry from the OMol25 dataset: a single C9H21NSi molecule in a non-equilibrium geometry (wB97M-V/def2-TZVPD).

## Properties
E_HOMO (eV): -8.50
SMILES: C/C=C\C[C@@H](C)N[Si](C)(C)C
ΔE to the lowest compared entry with this formula, charge and spin (kJ/mol): 128.7
Energy (eV): -19040.53472
Charge: 0
Largest force on an atom (eV Å⁻¹): 4.25

Geometry (Å):
Si  -1.59356  0.18360  1.21387
N  -0.28244  -0.17644  0.12783
C  -0.97103  1.57231  2.37028
C  3.27893  -0.09277  -0.97856
C  1.03339  0.86456  -1.79563
C  2.41047  0.18489  -1.90964
C  -0.19423  -0.03549  -1.31262
C  3.16038  0.07725  0.47444
C  -3.05682  0.87334  0.15472
C  0.00695  -1.45974  -1.87591
C  -2.04452  -1.50152  2.04144
H  4.09082  -0.64893  -1.32715
H  2.82651  0.03292  -2.92340
H  -2.65338  -1.59524  3.03023
H  3.31579  -0.88179  0.89731
H  2.07979  0.26690  0.75556
H  -0.03553  -1.46455  -2.96313
H  -3.26229  0.33307  -0.74333
H  -1.04835  -1.94662  2.28579
H  -2.50296  -2.12609  1.37223
H  0.85840  -1.93580  -1.43388
H  1.25230  1.76676  -1.10112
H  -1.75383  2.31830  2.44104
H  0.77727  1.19728  -2.76249
H  3.92685  0.83747  0.77749
H  0.31549  -0.82523  0.53214
H  -4.11945  1.10580  0.65413
H  -1.16540  0.37667  -1.62713
H  -0.92020  -2.16971  -1.54749
H  -0.88413  1.11803  3.30932
H  -2.79241  1.82676  -0.03306
H  -0.05280  1.92400  1.89672